Record 1
The following is a quantum chemistry calculation of 2 unconnected molecules or ions with the total composition C7H10, from OMol25.

Atoms and positions in Å:
C 2.446667 -0.418978 0.091774
C 2.068951 0.114128 -1.066584
C 0.010320 -0.265556 0.971795
C -0.523386 1.134604 0.819550
C -1.728064 0.237424 0.709161
C -1.860968 -0.254499 -0.694564
C -0.858236 -1.006531 0.119494
H 2.780565 0.190386 0.927053
H 2.417097 -1.490692 0.269476
H 2.068310 1.190016 -1.227729
H 1.692085 -0.500306 -1.881570
H -0.382323 1.744882 1.711131
H -0.372119 1.720232 -0.092144
H -2.474034 0.075763 1.476876
H -1.528681 0.426380 -1.479007
H -2.754751 -0.823807 -0.939014
H -1.001435 -2.073445 0.284301

Forces on the atoms, in the same order (eV/Å):
0.11 0.05 -0.19
0.10 -0.05 0.09
-0.26 -0.08 -0.03
-0.01 0.18 0.03
-0.42 0.26 0.16
-0.01 0.07 -0.05
0.12 -0.37 0.06
0.00 -0.07 -0.17
0.03 0.17 -0.07
0.07 -0.16 0.02
0.12 0.07 0.11
-0.07 -0.09 -0.13
-0.02 -0.17 0.10
0.11 0.01 -0.12
-0.03 -0.06 0.18
0.15 0.07 0.04
0.01 0.16 -0.02

As for the relative energy (zero: lowest compared OMol25 entry of this formula, charge and spin): 126.02 kcal per mole. Its total charge is 0.



Record 2
The following is a quantum chemistry calculation of C4H3N3 in the gas phase, from OMol25.

Atoms and positions in Å:
H -1.046161 -1.933185 1.191271
N -0.763762 -1.128913 0.639690
C 0.414580 -1.254540 0.179121
C 0.981851 -0.047423 -0.456870
N 1.125738 1.235466 0.260717
C -0.054928 1.098859 -0.123486
C -1.233086 1.909296 -0.252102
N -2.203618 2.524718 -0.424411
H 0.992484 -2.181825 0.188760
H 1.786903 -0.222453 -1.202689

Forces on the atoms, in the same order (eV/Å):
-0.18 -0.27 -0.18
0.58 -0.25 0.40
-0.22 0.02 0.51
-1.01 0.46 -0.36
-0.14 0.19 1.69
1.42 -0.18 -1.79
-0.65 0.25 -0.52
1.38 -0.87 0.33
0.02 0.07 0.13
-1.21 0.58 -0.21

As for the SMILES: [H]/N=C/[C@@H]1N=C1C#N. As for the relative energy (zero: lowest compared OMol25 entry of this formula, charge and spin): 82.72 kcal per mole. Its total charge is 0.



Record 3
The following is a quantum chemistry calculation of 4 unconnected molecules or ions with the total composition C35H58BCl2IN5O14PS3, from OMol25.

Atoms and positions in Å:
C 3.974103 1.014094 -1.656513
C 3.725432 0.173460 -2.882212
O 4.442221 0.287547 -3.836785
O 2.720823 -0.760858 -2.907063
C 1.463913 -0.187900 -3.335916
C 0.358909 -0.734295 -2.401585
C -0.593678 0.412600 -2.050798
N -1.415911 0.317480 -0.843445
C -1.188099 -0.823694 -0.009080
C 0.093594 -0.609494 0.817159
O 0.852489 0.286438 0.709151
Cl 0.345189 -1.874993 2.074859
C -2.748278 0.885649 -0.858190
P -3.924218 -0.600774 -1.192334
N -3.551394 -1.489262 -2.437681
C -3.100558 1.244285 0.619379
C -2.136812 1.681957 1.501058
C -2.465598 1.951555 2.796103
N -3.648228 1.846794 3.376953
C -4.535310 1.381743 2.509507
C -4.347594 1.076732 1.197917
C -3.038372 2.162404 -1.754497
Cl -4.164241 3.375162 -0.944082
C -3.933358 1.717647 -2.970057
C -4.063815 2.831579 -4.044446
C -5.425961 2.564684 -4.754109
I -2.574577 2.671077 -5.592789
O -1.996341 2.836971 -2.366165
C -1.328953 3.952065 -1.836143
C 0.002933 4.054463 -2.670618
C 0.923994 5.175695 -2.223169
O 2.011729 4.884788 -1.788853
N 0.562014 6.560919 -2.349245
C 0.524244 7.214864 -1.025321
C 1.488788 7.250171 -3.266047
N -1.976624 5.287371 -1.930767
C -2.211344 5.725588 -3.048163
O -2.456898 6.137579 -4.126049
B -0.756485 3.864903 -0.306575
O 0.290004 3.041499 0.028877
O -1.325323 4.635640 0.661457
H 3.074356 1.261822 -1.087463
H 4.684213 0.537489 -0.979037
H 4.435704 1.952613 -1.954977
H 1.307929 -0.504423 -4.367138
H 1.538109 0.902682 -3.289160
H 0.881115 -1.218231 -1.580427
H -0.177523 -1.483251 -2.989232
H -1.230035 0.579236 -2.928811
H 0.005211 1.325922 -1.976620
H -1.129757 -1.783836 -0.536361
H -1.932452 -1.012607 0.767907
H -5.259247 -0.117584 -1.230833
H -3.906071 -1.430131 -0.044036
H -2.745814 -1.097689 -2.914778
H -1.112293 1.804474 1.178704
H -1.665791 2.304107 3.442902
H -5.533354 1.233228 2.913053
H -5.195549 0.725908 0.630863
H -3.487508 0.886374 -3.511299
H -4.959345 1.553804 -2.653497
H -4.163111 3.821226 -3.608612
H -5.642267 1.496310 -4.767697
H -6.210873 3.030370 -4.146771
H -5.453000 3.019038 -5.740361
H -0.182126 4.013988 -3.749135
H 0.536732 3.135029 -2.432101
H 1.093949 8.141200 -1.078966
H 0.986287 6.607079 -0.241299
H -0.504388 7.394074 -0.712306
H 1.697975 6.593739 -4.112367
H 2.410969 7.521729 -2.744943
H 0.979900 8.122756 -3.674329
H 1.131110 3.506611 0.107839
H -2.286562 4.633766 0.570725
O 5.134717 -6.556651 -1.585320
S 4.256456 -5.807987 -2.448315
O 2.828746 -5.997605 -2.423652
C 4.623226 -4.067510 -2.264285
C 5.716441 -3.799168 -3.293140
C 5.288420 -4.546806 -4.561280
C 4.849155 -5.954447 -4.138246
H 4.933188 -3.864023 -1.241700
H 3.716362 -3.510132 -2.501229
H 5.839926 -2.732017 -3.475281
H 6.670470 -4.194191 -2.935551
H 4.450288 -4.023238 -5.025781
H 6.092733 -4.590872 -5.294547
H 4.046198 -6.336069 -4.763949
H 5.683718 -6.653259 -4.139334
O -3.885305 -5.152700 4.373179
S -2.582919 -4.789207 3.871507
O -2.411179 -3.735138 2.901238
C -1.495352 -4.488368 5.255603
C -0.893350 -5.852324 5.566774
C -0.546966 -6.476105 4.209297
C -1.756471 -6.274378 3.288239
H -2.061481 -4.066749 6.083101
H -0.732722 -3.789029 4.930015
H -0.016921 -5.762240 6.206690
H -1.627524 -6.475986 6.083245
H 0.323891 -5.968379 3.788892
H -0.296366 -7.532424 4.301548
H -1.459554 -6.133836 2.251584
H -2.462428 -7.099616 3.362276
O 0.861070 -2.966399 6.212855
S 0.872900 -1.670863 6.851660
O -0.195371 -1.250323 7.719398
C 2.435602 -1.469202 7.697865
C 3.357234 -0.858464 6.646697
C 2.522537 0.209857 5.929023
C 1.161217 -0.415078 5.601269
H 2.779033 -2.432521 8.068149
H 2.274617 -0.783119 8.529024
H 4.253298 -0.435955 7.099307
H 3.668611 -1.624674 5.932935
H 2.384517 1.068115 6.590241
H 3.015631 0.568740 5.026507
H 0.356441 0.315061 5.640632
H 1.168406 -0.905631 4.629652

Forces on the atoms, in the same order (eV/Å):
-0.53 0.34 0.44
0.87 0.09 -0.65
0.03 -0.12 -0.09
0.03 0.44 0.50
-0.02 -0.57 0.50
-0.06 0.29 -0.98
0.21 0.50 -0.32
0.00 0.18 -0.82
0.69 -0.31 0.96
-0.20 -0.21 -0.08
0.17 -0.09 0.00
-0.13 0.11 -0.35
-1.05 -0.15 2.73
0.12 -0.75 -1.56
0.25 0.53 0.35
0.30 -0.27 0.03
0.67 -0.20 -1.11
1.30 0.90 1.78
0.20 -0.33 -0.93
-1.98 -0.06 1.40
0.03 -0.25 -1.23
-1.77 -0.54 -1.87
0.42 -0.21 0.37
1.06 1.68 -0.67
-1.63 -0.97 -0.31
0.28 0.42 0.60
0.14 0.22 0.34
0.14 0.09 0.18
2.41 0.94 0.81
-0.52 -0.86 0.48
0.62 0.36 -0.36
0.18 -0.32 0.30
-0.34 -0.22 -0.12
-0.14 -0.18 0.07
-0.35 -0.38 0.00
-1.01 -0.59 -1.03
-0.36 0.26 -1.51
0.35 -0.35 1.96
-0.92 -0.14 0.60
0.29 0.57 -0.62
0.07 -0.62 0.18
-0.05 -0.30 -0.04
-0.13 -0.30 -0.08
0.01 -0.07 -0.22
-0.01 0.20 -0.03
-0.11 -0.03 -0.05
-0.19 0.12 0.15
-0.05 -0.27 0.43
0.02 -0.07 0.09
0.00 -0.20 0.20
0.19 0.07 -0.07
-0.27 0.38 -0.20
0.23 -0.02 0.27
-0.18 0.70 0.21
-0.07 -0.28 -0.27
-0.03 -0.02 0.11
0.01 0.03 0.01
-0.02 0.01 0.00
-0.14 0.05 0.06
-0.27 -0.40 0.43
0.17 -0.53 0.28
0.80 0.15 -0.17
0.09 0.01 -0.45
0.02 -0.04 -0.02
-0.13 -0.20 -0.07
-0.24 0.52 0.05
0.16 0.14 -0.15
-0.21 0.11 0.08
0.11 -0.01 -0.13
0.01 0.17 -0.10
0.17 0.05 0.05
0.11 0.02 -0.27
0.14 0.14 0.17
0.18 -0.23 0.11
-0.06 0.66 -0.22
-0.13 -0.11 0.06
-0.04 0.26 -0.15
0.02 -0.20 0.18
0.17 0.34 -0.07
0.05 -0.06 -0.04
-0.03 0.05 0.02
0.16 0.12 -0.39
-0.09 -0.15 0.05
-0.02 -0.04 0.02
-0.02 -0.01 0.00
-0.02 0.01 0.03
0.00 0.01 0.03
-0.02 -0.01 0.00
-0.04 -0.11 0.13
-0.04 -0.03 0.13
-0.12 0.13 -0.21
0.35 -0.07 0.30
-0.34 0.11 -0.15
0.01 -0.19 0.14
-0.04 -0.11 -0.04
0.04 0.04 0.05
0.29 -0.30 -0.08
-0.09 0.09 -0.11
-0.03 0.02 -0.04
-0.01 0.06 -0.01
0.00 0.03 0.01
-0.02 0.02 0.01
-0.01 0.01 -0.03
-0.15 0.07 -0.02
-0.09 0.09 0.03
0.00 0.04 0.15
0.20 0.37 0.11
-0.16 -0.29 -0.05
0.39 0.03 0.00
-0.05 0.01 -0.10
0.04 0.01 0.07
0.20 0.28 -0.23
-0.16 -0.05 0.00
-0.08 -0.02 0.00
0.00 -0.02 0.00
0.01 -0.02 0.04
0.00 -0.02 0.01
-0.03 -0.01 -0.01
-0.12 -0.14 0.03
-0.05 -0.08 0.05

As for the SMILES: CC(=O)OCCCN(CC(=O)Cl)[C@@]([PH2]=N)(c1ccncc1)[C@](Cl)(C[C@H](C)I)O[C@@](CC(=O)N(C)C)(N=C=O)B(O)O.O=S1(=O)CCCC1.O=S1(=O)CCCC1.O=S1(=O)CCCC1. Its total charge is 0.



Short version: orbital gap = 8.776 9.911 9.163 eV, in the order given.
Short version: max |F| = 0.5 2.3 2.9 eV Å⁻¹, in the order given.